{"formula": "C4H7NO3", "method": "ωB97M-V with the def2-TZVPD basis set", "e_homo_ev": -10.024, "multiplicity": 1, "lumo_ev": 0.68, "smiles": "CO[C@H]1ON=C[C@@H]1O", "symbols": ["C", "O", "C", "O", "N", "C", "C", "O", "H", "H", "H", "H", "H", "H", "H"], "coordinates": [[0.1984, 2.2778, -0.0170], [-0.1226, 0.9992, 0.5289], [-0.3190, 0.0206, -0.4365], [0.8052, -0.3326, -1.1955], [1.6879, -1.0785, -0.4254], [0.9671, -1.5239, 0.5369], [-0.4829, -1.1330, 0.4408], [-1.0789, -2.3312, -0.1053], [1.2325, 2.2729, -0.4600], [-0.5624, 2.6654, -0.7537], [0.1527, 3.0051, 0.8108], [-1.1733, 0.3412, -1.0786], [1.4602, -2.1948, 1.2041], [-0.8710, -0.9193, 1.3988], [-1.8940, -2.0691, -0.4484]], "forces_ev_per_angstrom": [[0.311, 0.809, -0.122], [0.505, 1.728, -0.532], [-1.016, 0.507, -0.134], [0.240, 1.988, -1.855], [-1.386, -0.585, 1.244], [1.529, 0.132, -0.715], [0.566, -3.684, 0.335], [1.814, 0.330, 0.843], [-1.067, 0.061, 0.281], [0.663, -0.779, 0.370], [0.252, -0.460, -0.205], [0.779, -0.594, -0.098], [-0.149, -0.316, 0.610], [-0.769, 0.491, 0.909], [-2.271, 0.370, -0.930]]}

---

{"formula": "C4H7NO3Si", "method": "ωB97M-V with the def2-TZVPD basis set", "e_homo_ev": -11.060, "multiplicity": 1, "lumo_ev": 0.54, "smiles": "N#CO[SiH2]CCOC=O", "symbols": ["N", "C", "O", "Si", "C", "C", "O", "C", "O", "H", "H", "H", "H", "H", "H", "H"], "coordinates": [[4.4359, -1.3062, 0.1991], [3.4190, -0.9269, -0.1816], [2.2529, -0.5823, -0.6270], [1.5170, 0.8002, 0.0863], [-0.2363, 0.3552, 0.5321], [-1.2261, 0.5529, -0.6340], [-1.9721, -0.6332, -0.9414], [-2.7231, -1.1158, 0.0630], [-3.1706, -0.4637, 0.9606], [1.5581, 1.8656, -0.9326], [2.3231, 1.2256, 1.2405], [-0.2378, -0.6793, 0.8819], [-0.5054, 1.0138, 1.3621], [-0.7078, 0.7898, -1.5638], [-1.8972, 1.3858, -0.4198], [-2.8758, -2.1980, -0.0340]], "forces_ev_per_angstrom": [[0.277, 0.047, 0.094], [-0.532, -0.279, -0.375], [0.361, 0.354, 0.492], [-0.163, 0.173, -0.137], [0.201, 0.280, -0.311], [0.021, 0.348, -0.124], [0.414, -0.442, 0.299], [-0.331, 0.142, 0.022], [0.218, 0.026, 0.116], [-0.035, -0.070, -0.069], [0.060, -0.215, 0.041], [-0.087, 0.082, 0.108], [-0.116, -0.274, 0.113], [-0.115, -0.112, -0.027], [-0.073, -0.130, 0.028], [-0.100, 0.070, -0.271]]}

---

{"formula": "C4H7NOP", "method": "ωB97M-V with the def2-TZVPD basis set", "e_homo_ev": -2.909, "multiplicity": 1, "charge": -1, "lumo_ev": 3.97, "symbols": ["C", "C", "C", "C", "N", "O", "P", "H", "H", "H", "H", "H", "H", "H"], "coordinates": [[1.8654, 1.4740, -1.9634], [1.1588, 0.9637, -1.1166], [-0.8672, 1.1046, 0.5036], [0.4165, 0.2358, 0.1268], [0.1257, -1.1740, -0.1742], [-1.1045, -1.4483, -0.9472], [-0.8684, -1.9488, 0.9456], [2.2507, 1.8075, -2.8905], [-1.3435, 1.2440, -0.4319], [-1.4791, 0.5844, 1.2970], [-0.6385, 2.1560, 0.8481], [1.0066, 0.1900, 1.1021], [0.0580, -1.9141, 2.1433], [-0.5807, -3.2748, 0.5574]], "forces_ev_per_angstrom": [[-1.294, -0.687, 0.615], [0.005, -1.096, 2.133], [1.224, 0.224, 0.733], [-0.447, 1.270, 0.005], [0.379, 0.837, -0.465], [0.526, 0.521, -0.115], [-0.750, -0.065, 0.620], [0.304, 0.219, -0.059], [-1.265, -0.157, -0.647], [0.528, 0.482, -1.150], [0.264, -1.132, -0.104], [0.098, 0.211, -1.704], [0.210, -0.472, -0.231], [0.218, -0.156, 0.369]]}

---

{"formula": "C4H7NOS", "method": "ωB97M-V with the def2-TZVPD basis set", "e_homo_ev": -8.599, "multiplicity": 1, "lumo_ev": 0.37, "smiles": "CS/C(N)=C\\C=O", "symbols": ["C", "S", "C", "N", "C", "C", "O", "H", "H", "H", "H", "H", "H", "H"], "coordinates": [[0.5454, 2.0139, 0.4088], [-0.6628, 1.2833, -0.8378], [-0.8823, -0.3916, -0.3170], [-2.1542, -0.8555, -0.2532], [0.1802, -1.2807, -0.1144], [1.5522, -1.0787, -0.3105], [2.1541, -0.1165, -0.7569], [1.5723, 1.7206, 0.1864], [0.3169, 1.7302, 1.4386], [0.4761, 3.0933, 0.2859], [-2.8810, -0.1790, 0.0143], [-2.2961, -1.7732, 0.0665], [-0.1444, -2.2418, 0.2100], [2.2236, -1.9244, -0.0208]], "forces_ev_per_angstrom": [[-0.049, -0.472, -0.498], [0.248, 0.428, 1.089], [2.264, -0.935, -0.028], [-0.834, 2.295, -0.094], [-2.639, 1.368, 0.004], [2.264, -0.328, -0.137], [-0.323, 0.530, -0.202], [-0.303, -0.166, -0.189], [-0.300, 0.005, -0.275], [-0.311, -0.040, -0.017], [0.607, -0.583, -0.367], [-0.109, -1.178, 0.324], [0.104, -0.758, 0.341], [-0.618, -0.168, 0.049]]}

---

{"formula": "C4H7NOS", "method": "ωB97M-V with the def2-TZVPD basis set", "e_homo_ev": -8.492, "multiplicity": 1, "lumo_ev": 0.74, "smiles": "CN1C[C@H](O)C1=S", "symbols": ["C", "N", "C", "C", "O", "C", "S", "H", "H", "H", "H", "H", "H", "H"], "coordinates": [[-0.5975, -1.1674, -1.5945], [-0.0949, -0.4468, -0.4700], [-0.4277, -0.5176, 0.9277], [0.5521, 0.6922, 1.1173], [-0.0558, 1.8371, 1.6277], [0.7439, 0.6028, -0.3966], [1.5458, 1.6354, -1.3897], [-1.6466, -0.9581, -1.7870], [0.0178, -0.9046, -2.4587], [-0.4732, -2.2262, -1.3699], [-0.0786, -1.3959, 1.4685], [-1.3986, -0.2218, 1.3086], [1.4517, 0.4696, 1.6952], [0.4616, 2.6014, 1.3215]], "forces_ev_per_angstrom": [[0.450, -0.449, -0.128], [0.115, 0.628, -0.601], [1.041, 0.865, 1.716], [0.162, -0.743, 0.285], [-0.048, 0.451, -0.340], [-0.238, 0.942, 0.402], [-0.282, -0.670, -0.067], [-0.095, 0.115, -0.026], [-0.208, -0.035, 0.051], [-0.138, -0.172, -0.269], [-0.123, -0.355, -0.285], [-0.540, -0.119, -0.645], [0.103, -0.235, -0.149], [-0.199, -0.223, 0.057]]}

---

{"formula": "C4H7NOS", "method": "ωB97M-V with the def2-TZVPD basis set", "e_homo_ev": -8.325, "multiplicity": 1, "lumo_ev": -0.32, "smiles": "N/C(=C\\C=S)CO", "symbols": ["N", "C", "C", "C", "S", "C", "O", "H", "H", "H", "H", "H", "H", "H"], "coordinates": [[0.1438, 0.3949, -1.0341], [0.5022, 0.6215, 0.2282], [-0.0500, -0.2332, 1.1824], [-1.2772, -0.9763, 0.8860], [-1.9958, -1.4823, -0.5625], [1.6011, 1.4994, 0.5151], [2.7316, 1.4367, -0.4155], [0.4603, 0.9592, -1.9383], [-0.6579, -0.1300, -1.2586], [0.1704, -0.0703, 2.1928], [-1.8829, -1.4467, 1.6757], [1.9554, 1.5501, 1.7325], [1.2701, 2.5927, 0.4036], [3.1019, 0.5351, -0.1149]], "forces_ev_per_angstrom": [[2.278, 3.570, -3.529], [-0.844, -3.284, -0.562], [-2.789, 0.161, -1.436], [0.332, -0.818, -0.461], [0.366, 0.515, 0.823], [2.483, 4.840, 2.496], [-0.508, -2.928, 2.338], [-0.346, -1.260, 3.279], [-1.264, -1.234, 0.068], [0.442, 0.078, 1.282], [0.901, 0.644, 0.383], [-0.917, -0.813, -3.423], [0.093, -1.442, 0.017], [-0.226, 1.971, -1.275]]}

---

{"formula": "C4H7NOS", "method": "ωB97M-V with the def2-TZVPD basis set", "e_homo_ev": -8.458, "multiplicity": 1, "lumo_ev": 0.65, "smiles": "OC(=S)[C@@H]1CCN1", "symbols": ["O", "C", "S", "C", "C", "C", "N", "H", "H", "H", "H", "H", "H", "H"], "coordinates": [[-1.6986, 0.3670, 1.5586], [-0.6953, 1.1323, 1.1979], [-0.5867, 2.7347, 1.4884], [0.3629, 0.4457, 0.4255], [0.2207, 0.4174, -1.1154], [0.3562, -1.1521, -1.0205], [0.1477, -1.0064, 0.4634], [-1.3985, -0.6049, 1.4105], [1.3974, 0.6901, 0.6714], [0.9525, 0.9657, -1.7225], [-0.7645, 0.7193, -1.4946], [-0.4703, -1.7152, -1.5160], [1.3350, -1.5178, -1.3284], [0.8414, -1.4758, 0.9818]], "forces_ev_per_angstrom": [[0.179, -1.289, 0.269], [0.078, 1.322, 0.299], [-0.255, -0.174, 0.004], [0.696, -0.975, -0.879], [-0.373, -0.353, -0.890], [-1.208, 1.012, 0.016], [-0.232, -0.610, -1.085], [-0.277, 1.463, -0.311], [-0.315, 0.499, 0.421], [-0.016, -0.232, 0.450], [0.156, -0.077, 0.367], [0.821, 0.285, 0.339], [-0.037, -0.117, 0.169], [0.784, -0.755, 0.829]]}

---

{"formula": "C4H7NOS", "method": "ωB97M-V with the def2-TZVPD basis set", "e_homo_ev": -9.421, "multiplicity": 1, "lumo_ev": -0.54, "smiles": "OCC(=S)[C@@H]1CN1", "symbols": ["O", "C", "C", "S", "C", "C", "N", "H", "H", "H", "H", "H", "H", "H"], "coordinates": [[-0.3845, -0.4808, 2.6129], [-0.9753, 0.1753, 1.5195], [-0.1055, 0.1255, 0.3091], [1.4401, -0.4583, 0.2470], [-0.7802, 0.5393, -0.9358], [-0.6694, -0.3268, -2.1673], [-0.0005, 1.0012, -2.1450], [0.5733, -0.4623, 2.4234], [-1.2102, 1.2710, 1.7062], [-1.8934, -0.2786, 1.2700], [-1.6978, 1.1719, -0.7684], [-0.0115, -1.2064, -2.0664], [-1.5410, -0.3259, -2.8235], [1.0017, 0.9221, -1.9356]], "forces_ev_per_angstrom": [[-0.119, 0.521, -0.141], [1.621, 1.098, 0.727], [0.977, -0.598, -1.344], [-0.978, 0.506, 0.574], [-0.442, 1.414, -0.709], [0.656, 1.076, 0.249], [-0.708, -0.915, 0.946], [-0.210, -0.199, 0.227], [0.304, -0.922, 0.006], [-1.275, -0.704, -0.226], [0.867, -0.945, -0.303], [-0.649, 0.395, -0.146], [0.357, -0.392, 0.137], [-0.401, -0.333, 0.003]]}

---

{"formula": "C4H7NOS2", "method": "ωB97M-V with the def2-TZVPD basis set", "e_homo_ev": -8.961, "multiplicity": 1, "lumo_ev": -0.22, "smiles": "C=C(SC)N(O)C=S", "symbols": ["C", "C", "S", "C", "N", "O", "C", "S", "H", "H", "H", "H", "H", "H", "H"], "coordinates": [[1.4773, -0.7641, -1.3819], [0.6042, -0.0338, -0.6538], [0.4885, 1.7108, -0.3802], [0.4455, 1.8930, 1.4042], [-0.4099, -0.8351, 0.1388], [-0.1444, -2.1489, 0.0236], [-1.7631, -0.4842, -0.0795], [-3.1577, -1.5395, -0.0537], [1.4426, -1.7629, -1.5973], [2.2059, -0.1131, -1.9863], [0.8730, 3.1376, 1.3285], [-0.4637, 1.6373, 1.8883], [1.2243, 1.2679, 1.7613], [-1.0797, -2.5373, -0.3877], [-1.7428, 0.5722, -0.0243]], "forces_ev_per_angstrom": [[0.650, 5.556, -0.644], [-0.369, -2.052, 0.959], [-0.050, -0.548, -1.205], [2.275, 3.585, -1.613], [-2.025, 1.441, -2.078], [-2.802, -2.576, -1.001], [0.156, -2.399, 1.707], [3.415, 1.920, -0.338], [-0.271, -2.254, -0.089], [-0.929, -1.200, 1.097], [-1.707, -3.769, 1.215], [-0.938, 0.487, 0.316], [0.869, -0.189, 0.734], [2.637, 0.879, 1.424], [-0.911, 1.120, -0.483]]}